(1)
Formula: C11H28ClO2P
Source: the Open Molecules 2025 dataset
Level of theory: ωB97M-V with the def2-TZVPD basis set

**HOMO level**: -8.694 eV
**LUMO energy**: 0.866 eV
**Kohn-Sham gap**: 9.56 eV

```
! RIJCOSX wB97M-V def2-TZVPD def2/J DEFGRID3
* xyz 0 1
C 0.49993 1.15256 -0.56140
C -0.92215 1.72995 -0.77024
C -2.05722 0.65348 -0.84112
P -3.58802 1.49904 -0.16101
Cl -2.25994 0.16487 -2.59085
H 1.12818 1.98739 -0.22821
H 0.53106 0.40432 0.24110
H 0.89309 0.70297 -1.47979
H -1.16094 2.32965 0.12317
H -0.99474 2.41666 -1.61856
H -1.77376 -0.19394 -0.21064
H -3.93215 2.49155 -1.11192
H -4.63492 0.55499 -0.00341
C -1.36528 0.06701 6.39464
C -2.58345 0.82666 5.89808
O -2.33492 1.59990 4.73867
C -1.93928 0.87644 3.58820
C -2.98460 -0.11092 3.10217
H -0.51111 0.73771 6.49937
H -1.57339 -0.39400 7.36111
H -1.07724 -0.72715 5.70291
H -2.89902 1.53453 6.66560
H -3.42727 0.14805 5.73226
H -0.97902 0.37728 3.76111
H -1.76811 1.62256 2.81032
H -3.11273 -0.93926 3.80267
H -2.69002 -0.53249 2.13965
H -3.95319 0.37856 2.99185
C 4.14418 0.00568 -5.12749
C 4.35837 -0.59521 -3.74897
O 3.15345 -0.87461 -3.05994
C 2.28760 -1.81612 -3.66215
C 2.89189 -3.20108 -3.81372
H 3.47069 0.86233 -5.07247
H 5.09516 0.33027 -5.55185
H 3.70213 -0.71659 -5.81661
H 4.89671 0.12211 -3.12807
H 4.98418 -1.49235 -3.80540
H 1.92486 -1.44065 -4.62490
H 1.41914 -1.87663 -3.00437
H 3.69857 -3.20915 -4.54957
H 2.13397 -3.91228 -4.14456
H 3.30933 -3.54409 -2.86566
*
```

---

(2)
Formula: C11H28Fe2N2O14
Source: the Open Molecules 2025 dataset
Level of theory: ωB97M-V with the def2-TZVPD basis set

**Expectation value of S²**: 30.37
**HOMO level (alpha / beta)**: -7.731 / -7.114 eV
**LUMO energy (alpha / beta)**: -1.377 / -1.597 eV
**Kohn-Sham gap (alpha / beta)**: 6.35 / 5.52 eV

```
! RIJCOSX wB97M-V def2-TZVPD def2/J DEFGRID3
* xyz 0 11
Fe 1.59249 -1.73857 0.20011
Fe 1.75311 1.51864 -0.18014
C 3.64432 0.08933 0.15679
O 2.63548 -0.05057 0.88527
O 3.75270 1.24139 -0.19683
O 2.69926 -0.20964 -0.57521
C 0.49145 -3.18069 2.04125
O 0.40373 -3.30962 0.79145
O 0.88344 -4.02877 2.77963
O 1.32347 -2.29159 2.13327
C -0.56186 0.52010 -0.17391
O -0.08597 1.38325 0.56480
O -0.05533 -0.57749 0.03562
O 0.13138 0.78610 -1.12225
O 2.17579 3.00793 1.14529
H 1.71608 3.46276 1.85099
H 2.96155 3.53299 0.99323
O 1.94161 2.91061 -1.66237
H 2.50897 2.92357 -2.43318
H 1.31195 3.61500 -1.81596
O 1.21351 -2.25098 -1.79928
H 1.49598 -3.08840 -2.16693
H 0.81023 -1.78981 -2.53476
C -1.47207 -0.51977 3.82310
C -0.85233 0.87863 4.15587
C 0.73358 0.79511 4.11393
O 1.30084 -0.21384 4.92669
C 1.41124 0.16184 6.37403
N -1.41030 1.86570 3.26141
H -1.17098 -0.71194 2.79329
H -2.55564 -0.52902 3.94098
H -0.90370 -1.25340 4.39478
H -1.05886 1.22087 5.16993
H 1.27133 1.74296 4.09158
H 0.88397 0.48271 3.08054
H 2.01946 -0.53363 6.95240
H 0.43742 0.16937 6.86364
H 1.86412 1.12997 6.58790
H -2.38551 1.64462 3.11938
H -1.02706 1.73799 2.33571
C -1.97995 -1.88785 -2.77139
C -1.42813 -1.16452 -4.00575
C -2.25588 0.11700 -4.30792
O -1.85048 0.61384 -5.54760
C -2.64966 0.16709 -6.69654
N -0.04759 -0.81251 -3.60347
H -2.03656 -1.35915 -1.81988
H -1.42383 -2.74455 -2.39072
H -3.00893 -2.13637 -3.03126
H -1.46452 -1.81272 -4.88131
H -2.06096 0.81355 -3.49249
H -3.31937 -0.12080 -4.28457
H -2.20592 0.62138 -7.58243
H -3.68532 0.50692 -6.69290
H -2.66554 -0.91075 -6.85820
H -0.11938 -0.31348 -2.72831
H 0.37314 -0.12079 -4.20730
*
```

---

(3)
Formula: C11H29N3O10PS2
Source: the Open Molecules 2025 dataset
Level of theory: ωB97M-V with the def2-TZVPD basis set

**HOMO level**: -5.578 eV
**LUMO energy**: 2.389 eV
**Kohn-Sham gap**: 7.97 eV

```
! RIJCOSX wB97M-V def2-TZVPD def2/J DEFGRID3
* xyz -1 1
C 5.35199 1.30899 3.87636
C 5.20046 2.67015 2.93291
O 5.90300 2.82805 1.79481
N 4.23588 3.73784 3.49093
C 5.05782 5.00740 3.49268
S 2.84707 3.85746 2.39814
O 2.88449 2.52162 1.55722
O 3.02513 5.10986 1.45765
N 1.31050 4.02197 3.26070
S 0.01376 3.22229 2.40725
O 0.10063 1.70224 2.80738
O 0.06629 3.42461 0.84442
P -1.96647 3.86252 2.99771
N -2.33868 3.42343 4.68575
O -3.03830 2.82113 2.03687
H 6.11242 1.59566 4.73893
H 4.29575 1.14084 4.38957
H 5.66528 0.35457 3.26864
H 5.44059 5.33930 2.41843
H 6.04570 4.78569 4.11768
H 4.50802 5.91527 4.01766
H -3.23249 2.84781 4.64056
H -2.66800 4.32913 5.13772
H -2.58128 1.92032 2.09818
C 2.03344 -1.31192 -2.70589
O 0.64368 -1.21087 -2.41227
C 0.21221 -2.21046 -1.48378
C 0.06782 -1.63130 -0.07236
O 1.33878 -1.25364 0.46588
C 1.55741 0.15122 0.39422
H 2.34341 -0.39551 -3.21542
H 2.63510 -1.42547 -1.80074
H 2.20747 -2.16093 -3.37382
H 0.89217 -3.07077 -1.49013
H -0.76935 -2.55752 -1.82289
H -0.33870 -2.40664 0.58486
H -0.62895 -0.78484 -0.06328
H 0.95523 0.65638 1.15538
H 1.31649 0.55350 -0.59317
H 2.61399 0.34468 0.59934
C -4.27099 -4.78696 -5.33002
O -5.36029 -4.17899 -4.64325
C -5.40130 -4.54564 -3.26073
C -4.83794 -3.43002 -2.37394
O -3.43518 -3.25155 -2.59323
C -3.15869 -2.12493 -3.41837
H -4.15340 -4.28775 -6.29568
H -3.33435 -4.69277 -4.77504
H -4.49117 -5.84421 -5.50598
H -4.87235 -5.49096 -3.09019
H -6.45428 -4.70051 -3.00353
H -4.96213 -3.71915 -1.32545
H -5.38167 -2.49074 -2.52944
H -3.30364 -1.20456 -2.84471
H -3.78945 -2.10613 -4.31089
H -2.11297 -2.17922 -3.73361
*
```

---

(4)
Formula: C11H30BrCl2F7Mg2N2O12PS
Source: the Open Molecules 2025 dataset
Level of theory: ωB97M-V with the def2-TZVPD basis set

**HOMO level**: -9.325 eV
**Energy relative to the best compared isomer or geometry (same formula, charge and spin)**: 0.000 eV
**LUMO energy**: -8.263 eV
**Kohn-Sham gap**: 1.06 eV

```
! RIJCOSX wB97M-V def2-TZVPD def2/J DEFGRID3
* xyz 1 1
C -0.70737 -0.19232 0.73229
C -1.45400 0.16439 -0.50906
F -0.63629 0.89717 -1.32985
C -1.95443 -1.02204 -1.25627
O -2.45898 -2.04098 -0.38422
C -3.68538 -1.92876 0.03450
O -4.24044 -2.84292 0.52574
O -4.19159 -0.74391 -0.11211
C -5.63079 -0.58804 -0.05510
O -5.90031 0.58678 -0.65342
O -6.26122 0.33969 -2.01313
H 0.09828 0.53274 0.72234
H -1.28781 -0.05310 1.61264
H -0.34382 -1.19079 0.70136
H -2.29259 0.75537 -0.22293
H -1.10434 -1.44868 -1.73612
H -2.63880 -0.75204 -2.02850
H -6.13305 -1.38799 -0.54252
H -5.91950 -0.50139 0.96941
H -7.22207 0.29763 -1.98162
Mg 1.06957 2.16234 -0.00610
O 1.08514 -3.10507 3.98069
S 2.03965 -4.16570 3.85440
O 2.42778 -4.64011 2.57326
O 1.59501 -5.37036 4.75568
C 0.25467 -5.89795 4.59070
C 0.13249 -6.78471 3.36865
C 3.47996 -3.76568 4.79675
H -0.46215 -5.08056 4.56673
H 0.06102 -6.47099 5.49276
H 0.23895 -6.21083 2.44877
H -0.84335 -7.26962 3.35920
H 0.90882 -7.54762 3.36837
H 3.17959 -3.43866 5.79100
H 4.04120 -2.89821 4.26124
H 4.12555 -4.63736 4.84548
F 5.57053 -0.46703 0.58898
P 4.98239 -0.03921 -0.91232
F 3.54735 -0.09658 -0.04959
F 4.23233 -1.14274 -1.87298
F 4.16798 1.10039 -1.82163
F 6.29649 -0.82076 -1.49273
F 6.00169 1.24496 -0.74083
C 8.56720 3.70573 -2.53776
O 9.77976 3.47459 -2.62645
N 7.98274 3.99494 -1.35423
N 7.76824 3.67342 -3.62859
H 7.00252 4.17390 -1.25094
H 8.56884 4.00722 -0.54111
H 8.19301 3.45296 -4.50966
H 6.78185 3.84503 -3.59076
O -7.70200 3.44643 -2.65465
H -7.58337 2.69820 -3.24779
H -7.06985 3.28965 -1.94547
O 2.50404 -3.45953 8.42741
H 3.43461 -3.63141 8.60614
H 2.47839 -2.52926 8.18104
Br 4.77313 -1.89466 2.89321
Mg -4.92179 -3.43804 -1.91063
O 12.47068 3.82056 -2.19282
H 11.57749 4.15336 -2.44961
Cl -8.78363 6.30961 -3.18105
C -9.25872 6.60251 -4.87173
C -8.06743 6.70823 -5.78448
Cl -7.11411 8.18327 -5.48304
H -9.86163 7.50485 -4.90061
H -9.87885 5.76251 -5.17807
H -8.40264 6.75281 -6.81857
H -7.40667 5.85436 -5.66968
*
```

---

Ordered DFT total energy results: -37765.45182, -112258.86795, -67774.78473, -184548.29095; unit eV.